Entry 1:
The following is a DFT calculation (the ωB97M-V functional and the def2-TZVPD basis) of a 11-piece molecular cluster, C16H58N4O11 overall.

Computed properties:
Spin multiplicity = 1
HOMO level = -9.22 eV
Structure (SMILES) = COC[C@H](C)N.COC[C@H](C)N.COC[C@H](C)N.COC[C@H](C)N.O.O.O.O.O.O.O
E_tot = -46014.92856 eV
LUMO level = 0.376 eV

```
89
Properties=species:S:1:pos:R:3:lowdin_charge:R:1
C -17.966 4.192 -24.139 -0.09
O -18.550 4.243 -22.863 -0.22
C -17.652 3.990 -21.791 -0.21
C -17.925 4.864 -20.612 -0.45
C -16.806 4.804 -19.618 -0.08
N -19.199 4.497 -19.958 0.05
H -17.574 3.186 -24.340 0.08
H -17.081 4.827 -24.271 0.10
H -18.733 4.456 -24.858 0.08
H -17.640 2.933 -21.480 0.12
H -16.637 4.151 -22.193 0.13
H -18.086 5.884 -20.968 0.15
H -16.653 3.811 -19.189 0.08
H -16.977 5.456 -18.756 0.08
H -15.866 5.203 -20.016 0.08
H -19.263 3.495 -19.811 0.07
H -19.956 4.754 -20.588 0.06
C -26.350 7.485 -29.634 -0.12
O -25.128 7.004 -29.164 -0.18
C -25.204 6.458 -27.868 -0.23
C -23.800 6.174 -27.351 -0.39
C -23.305 4.885 -28.013 -0.04
N -23.810 6.016 -25.879 0.01
H -27.060 6.658 -29.774 0.09
H -26.177 7.916 -30.618 0.09
H -26.771 8.241 -28.963 0.09
H -25.757 7.145 -27.205 0.12
H -25.757 5.503 -27.869 0.13
H -23.134 7.003 -27.602 0.14
H -22.318 4.544 -27.718 0.04
H -23.210 5.106 -29.084 0.09
H -24.064 4.105 -27.959 0.09
H -24.490 6.635 -25.437 0.08
H -24.140 5.073 -25.556 0.05
C -16.136 -3.752 -22.678 -0.10
O -16.811 -2.847 -23.527 -0.20
C -17.037 -1.618 -22.901 -0.22
C -17.876 -0.744 -23.840 -0.43
C -18.276 0.589 -23.267 -0.05
N -18.981 -1.494 -24.470 0.04
H -15.208 -3.305 -22.298 0.09
H -15.854 -4.627 -23.256 0.09
H -16.772 -4.025 -21.830 0.09
H -17.627 -1.778 -21.975 0.13
H -16.097 -1.146 -22.592 0.13
H -17.157 -0.550 -24.653 0.14
H -19.037 1.063 -23.887 0.08
H -17.403 1.229 -23.179 0.07
H -18.733 0.441 -22.282 0.09
H -18.701 -2.475 -24.425 0.08
H -19.839 -1.489 -23.917 0.10
C -25.629 4.220 -20.255 -0.11
O -25.989 3.654 -21.494 -0.20
C -25.041 3.965 -22.508 -0.22
C -25.273 3.042 -23.672 -0.39
C -25.152 1.592 -23.154 -0.06
N -24.255 3.273 -24.752 0.05
H -24.590 3.942 -20.035 0.09
H -26.224 3.729 -19.489 0.09
H -25.760 5.303 -20.256 0.09
H -25.306 4.994 -22.813 0.13
H -23.999 3.895 -22.173 0.12
H -26.276 3.108 -24.100 0.14
H -24.132 1.422 -22.784 0.09
H -25.338 0.845 -23.930 0.07
H -25.834 1.379 -22.331 0.07
H -24.056 2.372 -25.188 0.04
H -23.403 3.468 -24.215 0.06
O -21.295 5.108 -25.131 -0.10
H -20.713 5.875 -25.089 0.07
H -22.195 5.482 -25.356 0.02
O -20.479 3.439 -29.578 -0.07
H -19.725 2.878 -29.320 -0.02
H -20.931 3.626 -28.751 -0.02
O -21.263 3.638 -22.579 -0.09
H -20.288 3.620 -22.600 0.00
H -21.495 4.345 -23.199 0.00
O -19.148 0.244 -26.727 -0.07
H -19.857 -0.189 -27.215 0.06
H -19.019 -0.320 -25.926 0.00
O -21.093 2.619 -26.243 -0.07
H -21.335 3.487 -25.855 0.00
H -20.216 2.429 -25.892 0.03
O -18.216 1.905 -28.865 -0.06
H -17.428 1.435 -29.150 0.05
H -18.591 1.354 -28.150 0.00
O -23.313 0.951 -26.381 -0.08
H -22.599 1.619 -26.489 0.00
H -22.917 0.119 -26.652 0.03
```

---

Entry 2:
The following is a DFT calculation (the ωB97M-V functional and the def2-TZVPD basis) of one molecule with the formula C26H25N7O3.

Computed properties:
Spin multiplicity = 1
HOMO level = -8.23 eV
Structure (SMILES) = CCOC(=O)N1CCN(C(=O)Nc2ccc3nc(-c4ccccn4)c(-c4ccccn4)nc3c2)CC1
E_tot = -43942.80551 eV
LUMO level = -0.236 eV

```
61
Properties=species:S:1:pos:R:3:lowdin_charge:R:1
C 0.490 4.452 3.818 -0.06
C 1.652 4.330 4.795 -0.20
O 2.845 3.908 4.137 0.00
C 2.893 2.616 3.773 -0.55
O 2.067 1.787 4.077 0.10
N 4.030 2.321 3.077 -0.03
C 4.093 1.016 2.456 -0.10
C 3.305 1.048 1.125 -0.11
N 3.288 2.408 0.615 -0.05
C 2.164 3.195 0.671 -0.51
O 2.207 4.395 0.853 0.08
N 0.946 2.564 0.493 0.15
C 0.606 1.466 -0.288 -0.25
C 1.466 1.002 -1.312 -0.02
C 1.125 -0.073 -2.080 0.01
C -0.101 -0.735 -1.871 -0.21
N -0.400 -1.850 -2.561 0.20
C -1.566 -2.412 -2.354 -0.14
C -1.839 -3.701 -2.998 -0.24
C -1.408 -3.949 -4.300 -0.01
C -1.697 -5.177 -4.868 -0.06
C -2.392 -6.113 -4.117 -0.06
C -2.754 -5.774 -2.821 -0.14
N -2.489 -4.607 -2.271 0.12
C -2.534 -1.804 -1.492 -0.14
C -3.914 -2.303 -1.446 -0.24
C -4.602 -2.371 -0.237 -0.01
C -5.898 -2.855 -0.243 -0.06
C -6.461 -3.241 -1.449 -0.06
C -5.697 -3.111 -2.600 -0.14
N -4.460 -2.656 -2.606 0.12
N -2.229 -0.766 -0.755 0.20
C -0.999 -0.228 -0.890 -0.20
C -0.620 0.865 -0.098 0.05
C 4.545 3.100 0.831 -0.11
C 4.765 3.331 2.343 -0.10
H -0.340 4.964 4.295 0.08
H 0.167 3.460 3.510 0.07
H 0.808 5.013 2.941 0.07
H 1.410 3.619 5.592 0.12
H 1.909 5.300 5.225 0.12
H 5.145 0.774 2.293 0.13
H 3.654 0.285 3.135 0.13
H 2.284 0.717 1.305 0.12
H 3.767 0.382 0.388 0.13
H 0.169 3.124 0.818 0.15
H 2.391 1.527 -1.489 0.11
H 1.777 -0.436 -2.860 0.12
H -0.870 -3.185 -4.837 0.11
H -1.387 -5.402 -5.878 0.10
H -2.641 -7.082 -4.522 0.10
H -3.283 -6.475 -2.187 0.11
H -4.115 -2.054 0.671 0.11
H -6.461 -2.930 0.676 0.11
H -7.468 -3.626 -1.499 0.10
H -6.095 -3.381 -3.570 0.11
H -1.311 1.225 0.649 0.12
H 4.509 4.054 0.306 0.13
H 5.337 2.480 0.404 0.12
H 5.828 3.261 2.594 0.12
H 4.389 4.310 2.637 0.12
```

---

Entry 3:
The following is a DFT calculation (the ωB97M-V functional and the def2-TZVPD basis) of C43H39N6O2P2Re as an isolated structure.

Computed properties:
Spin multiplicity = 2
HOMO level (alpha / beta) = -15.66 / -15.66 eV
Charge = +3
E_tot = -78943.35260 eV
LUMO level (alpha / beta) = -8.452 / -9.878 eV

```
93
Properties=species:S:1:pos:R:3:lowdin_charge:R:1
Re 1.255 0.494 1.135 1.35
C -2.285 -1.291 3.274 -0.03
C -2.967 -0.159 3.704 0.00
C -2.385 1.073 3.487 0.02
C -1.161 1.154 2.841 -0.21
N -0.516 0.052 2.375 -0.04
C -1.082 -1.147 2.616 -0.13
C -0.359 2.386 2.803 -0.19
C -0.642 3.596 3.401 0.04
C 0.399 4.506 3.563 0.03
C 1.707 4.130 3.281 0.05
C 1.925 2.891 2.705 -0.16
N 0.875 2.141 2.331 -0.02
C 3.193 2.133 2.680 -0.19
C 4.412 2.651 3.069 0.03
C 5.502 1.799 3.183 0.01
C 5.333 0.451 2.911 -0.01
C 4.089 0.003 2.505 -0.09
N 3.035 0.814 2.387 -0.02
H -2.659 -2.286 3.476 0.12
H -3.911 -0.239 4.227 0.13
H -2.861 1.979 3.839 0.13
H -0.521 -2.010 2.299 0.08
H -1.630 3.822 3.775 0.13
H 0.204 5.470 4.015 0.14
H 2.533 4.766 3.566 0.13
H 4.514 3.705 3.289 0.13
H 6.466 2.183 3.490 0.13
H 6.151 -0.249 3.010 0.13
H 3.921 -1.040 2.268 0.12
N -1.624 -0.391 -0.822 -0.31
P -1.614 -1.996 -0.506 1.09
C -3.289 -2.571 -0.672 -0.36
C -4.091 -2.791 0.446 -0.08
C -5.396 -3.225 0.268 -0.04
C -5.887 -3.432 -1.016 -0.02
C -5.082 -3.216 -2.128 -0.04
C -3.772 -2.795 -1.969 -0.07
C -0.527 -2.932 -1.541 -0.36
C -0.530 -4.319 -1.337 -0.07
C 0.200 -5.132 -2.188 -0.04
C 0.935 -4.564 -3.224 -0.03
C 0.958 -3.187 -3.407 -0.05
C 0.243 -2.355 -2.558 -0.07
P -0.427 0.858 -0.603 0.95
C 0.023 1.224 -2.333 -0.35
C -0.821 0.812 -3.369 -0.11
C -0.566 1.182 -4.679 -0.04
C 0.534 1.976 -4.979 -0.04
C 1.370 2.401 -3.960 -0.04
C 1.120 2.033 -2.644 -0.10
C -1.528 2.253 -0.208 -0.35
C -1.008 3.536 -0.408 -0.08
C -1.778 4.653 -0.128 -0.05
C -3.075 4.503 0.349 -0.04
C -3.598 3.233 0.547 -0.05
C -2.827 2.110 0.272 -0.10
H -2.554 -0.060 -1.065 0.07
H -3.701 -2.632 1.444 0.08
H -6.027 -3.409 1.127 0.12
H -6.905 -3.773 -1.153 0.13
H -5.472 -3.389 -3.123 0.13
H -3.133 -2.657 -2.834 0.12
H -1.130 -4.757 -0.547 0.12
H 0.183 -6.206 -2.058 0.13
H 1.486 -5.204 -3.902 0.13
H 1.517 -2.761 -4.232 0.12
H 0.236 -1.286 -2.718 0.08
H -1.687 0.195 -3.172 0.10
H -1.234 0.857 -5.466 0.12
H 0.730 2.269 -6.003 0.12
H 2.222 3.032 -4.182 0.12
H 1.777 2.394 -1.870 0.08
H -0.007 3.667 -0.805 0.11
H -1.374 5.642 -0.302 0.12
H -3.683 5.377 0.547 0.12
H -4.615 3.114 0.901 0.12
H -3.256 1.130 0.450 0.10
C 3.087 -3.159 -0.687 0.02
C 2.603 -1.804 -0.312 -0.26
N 1.713 -1.566 0.623 -0.13
O 1.208 -2.651 1.307 -0.04
C 3.149 -0.581 -0.884 -0.22
C 4.214 -0.440 -1.914 0.03
N 2.553 0.383 -0.262 -0.29
O 2.578 1.665 -0.095 -0.13
H 2.293 -3.904 -0.627 0.08
H 3.918 -3.473 -0.047 0.12
H 3.460 -3.145 -1.710 0.10
H 1.912 -3.308 1.400 0.12
H 5.127 -0.951 -1.604 0.10
H 4.441 0.612 -2.073 0.10
H 3.892 -0.870 -2.865 0.10
```

---

Entry 4:
The following is a DFT calculation (the ωB97M-V functional and the def2-TZVPD basis) of C14H16BiClI2N3OP as an isolated structure.

Computed properties:
Spin multiplicity = 1
HOMO level (alpha / beta) = -14.28 / -14.28 eV
Charge = +2
E_tot = -65131.02094 eV
LUMO level (alpha / beta) = -10.215 / -10.217 eV

```
39
Properties=species:S:1:pos:R:3:lowdin_charge:R:1
I -3.298 -0.064 -1.754 0.41
I 2.221 -2.013 -1.606 0.36
Bi -0.585 -1.277 -1.338 0.61
P -1.189 -2.948 -3.409 0.67
C -0.904 -2.172 -4.971 -0.20
C -0.157 -4.371 -3.146 -0.25
H -3.100 -3.658 -2.125 0.05
H -2.968 -4.278 -3.815 0.08
H -3.548 -2.590 -3.496 0.02
C -2.891 -3.401 -3.170 -0.25
H -0.195 -4.710 -2.104 0.05
H -0.626 -5.096 -3.814 0.08
H -1.179 -2.966 -5.669 0.09
H 0.150 -1.895 -5.082 0.08
H 0.875 -4.152 -3.432 0.03
H -1.550 -1.297 -5.093 0.08
C -0.026 0.326 -2.902 -0.27
O 0.284 1.148 -3.622 0.21
Cl -1.294 -3.144 0.190 -0.01
N 3.372 5.815 6.332 0.19
C 2.884 5.048 5.566 -0.14
C 2.276 4.123 4.650 -0.21
C 2.782 3.951 3.352 0.01
C 2.179 3.053 2.454 0.02
C 1.050 2.324 2.857 -0.18
C 0.533 2.499 4.156 0.02
C 1.150 3.388 5.047 0.02
N 0.382 1.449 1.987 0.02
C -0.880 0.911 2.243 0.03
C -1.204 0.107 1.189 -0.20
N -0.153 0.168 0.294 -0.19
C 0.814 0.988 0.775 -0.04
H 3.650 4.529 3.044 0.13
H 2.576 2.940 1.451 0.11
H -0.339 1.951 4.512 0.11
H 0.751 3.516 6.055 0.14
H -1.487 1.097 3.100 0.13
H -2.116 -0.480 1.028 0.05
H 1.758 1.180 0.266 0.15
```

---

Entry 5:
The following is a DFT calculation (the ωB97M-V functional and the def2-TZVPD basis) of a 2-piece molecular cluster, C4H9N overall.

Computed properties:
Spin multiplicity = 1
HOMO level = -9.27 eV
Structure (SMILES) = C=CC.C=N
E_tot = -5781.63357 eV
LUMO level = 1.017 eV

```
14
Properties=species:S:1:pos:R:3:lowdin_charge:R:1
C 0.949 1.585 -0.681 -0.02
C 1.708 1.884 0.377 -0.25
C 1.299 1.574 1.807 -0.12
H 1.152 1.512 -1.737 0.04
H -0.097 1.469 -0.392 0.05
H 2.620 2.478 0.348 0.09
H 0.214 1.630 1.878 0.07
H 1.873 2.210 2.474 0.06
H 1.632 0.552 2.000 0.07
C -2.463 -2.834 -1.529 -0.16
N -2.386 -2.831 -0.270 0.01
H -3.347 -2.733 -2.156 0.05
H -1.646 -3.244 -2.138 0.06
H -1.510 -3.252 0.019 0.03
```

---

Energy relative to the best compared isomer or geometry (same formula, charge and spin) values, unit kcal/mol, following the record order: 0.0, 1.0, 0.0, 0.0, 50.2.